The following is a DFT calculation (ωB97M-V/def2-TZVPD) of C42H27BiClF10I2N9O2 as an isolated structure in a non-equilibrium geometry.

Cartesian coordinates (Å):
Bi1 -0.537 -0.738 0.129
C1 -3.686 -0.162 -1.372
N1 -3.127 -0.705 -0.092
C2 -3.535 0.188 0.992
C3 -2.897 -0.201 2.317
N2 -1.415 -0.228 2.102
C4 -0.669 -0.135 3.228
C5 -0.456 -1.198 4.149
F1 -1.054 -2.407 4.035
C6 0.399 -1.041 5.265
F2 0.599 -2.133 6.059
C7 1.016 0.160 5.547
F3 1.936 0.244 6.525
C8 0.847 1.249 4.665
F4 1.454 2.420 4.965
C9 0.020 1.078 3.570
F5 -0.136 2.184 2.769
C10 -3.702 -2.137 0.122
C11 -2.553 -3.123 0.463
N3 -1.284 -2.859 -0.290
C12 -0.916 -3.509 -1.430
C13 0.441 -3.407 -1.943
F6 1.311 -2.549 -1.325
C14 0.873 -4.048 -3.094
F7 2.166 -3.784 -3.585
C15 -0.056 -4.686 -3.906
F8 0.349 -5.193 -5.059
C16 -1.390 -4.716 -3.514
F9 -2.343 -5.088 -4.402
C17 -1.786 -4.208 -2.296
F10 -3.095 -4.295 -1.999
H1 -4.786 -0.294 -1.386
H2 -3.218 -0.683 -2.224
H3 -3.414 0.860 -1.428
H4 -4.633 0.265 1.003
H5 -3.231 1.214 0.741
H6 -3.225 -1.183 2.704
H7 -3.107 0.549 3.047
H8 -4.260 -2.543 -0.740
H9 -4.409 -2.070 0.929
H10 -2.811 -4.200 0.307
H11 -2.341 -3.030 1.522
C18 2.235 3.081 -3.822
C19 1.775 1.829 -3.346
N4 1.784 1.558 -2.053
C20 2.201 2.410 -1.158
C21 2.686 3.679 -1.664
N5 2.651 3.991 -2.931
C22 2.237 2.055 0.246
C23 2.722 3.034 1.136
C24 3.210 2.598 2.374
C25 3.095 1.243 2.673
C26 2.383 0.371 1.785
N6 2.001 0.764 0.547
C27 2.254 -1.006 2.134
C28 3.055 -1.556 3.200
N7 2.812 -2.751 3.700
C29 1.900 -3.515 3.139
C30 1.191 -3.076 2.041
N8 1.296 -1.816 1.591
C31 3.998 3.514 3.266
C32 4.166 4.854 2.986
C33 4.866 5.662 3.929
N9 5.348 5.206 5.099
C34 5.227 3.900 5.337
C35 4.624 2.998 4.451
H12 2.276 3.371 -4.895
H13 1.318 1.037 -3.994
H14 3.135 4.473 -1.028
H15 2.694 4.083 0.859
H16 3.366 0.887 3.656
H17 3.809 -0.971 3.717
H18 1.731 -4.501 3.571
H19 0.470 -3.714 1.549
H20 3.836 5.282 2.042
H21 4.945 6.756 3.787
H22 5.633 3.574 6.318
H23 4.570 1.943 4.741
I1 -1.553 3.365 -2.599
I2 -1.846 5.131 -0.824
Cl1 -5.986 0.500 -7.277
C36 -4.497 0.024 -6.598
C37 -4.437 -1.122 -5.811
C38 -3.355 -1.322 -4.976
C39 -2.207 -0.503 -5.114
C40 -2.217 0.492 -6.159
C41 -3.384 0.830 -6.777
C42 -0.967 -0.479 -4.278
O1 0.088 -0.229 -4.933
O2 -1.096 -0.584 -3.038
H24 -5.353 -1.757 -5.712
H25 -3.356 -2.126 -4.230
H26 -1.212 0.924 -6.374
H27 -3.459 1.750 -7.351

Results
**Electronic energy**: -4528.70700 a.u.
**Kohn-Sham gap**: 6.107 eV
**LUMO**: -0.06406 Ha
**ΔE to the lowest compared entry with this formula, charge and spin**: 0.0 kJ/mol
**HOMO energy**: -0.289 Ha
**Total charge**: 0
**Molecular weight**: 1377.96 g/mol

These are the Mulliken partial charges, in e, on atoms 1 to 5: Bi 1.82; C -1.22; N 0.64; C -1.32; C -0.85

---

The following is a DFT calculation (ωB97M-V/def2-TZVPD) of a 8-piece molecular cluster, C33H70O8P overall in a non-equilibrium geometry.

Cartesian coordinates (Å):
C1 -2.792 -5.434 2.532
C2 -1.748 -4.243 2.425
C3 -2.049 -3.048 3.215
C4 -1.116 -1.929 3.137
C5 0.081 -2.068 2.278
C6 0.380 -3.242 1.467
C7 1.622 -3.391 0.518
P1 2.435 -1.689 0.001
C8 3.387 -0.043 -0.334
O1 2.600 1.177 -0.221
C9 2.194 1.724 -1.411
C10 2.937 1.793 -2.663
C11 2.485 2.423 -3.900
C12 3.437 2.399 -5.141
C13 1.182 3.072 -3.894
C14 0.376 3.037 -2.646
C15 0.851 2.386 -1.413
C16 -0.039 2.443 -0.134
C17 -1.333 3.327 -0.262
C18 -0.477 1.030 0.421
C19 -0.582 -4.394 1.562
H1 -2.808 -5.778 3.597
H2 -3.797 -5.003 2.256
H3 -2.463 -6.244 1.835
H4 -2.930 -2.939 3.890
H5 -1.278 -0.980 3.695
H6 0.776 -1.199 2.277
H7 2.384 -4.103 0.953
H8 1.261 -3.884 -0.437
H9 2.572 -1.417 1.413
H10 1.133 -1.064 -0.099
H11 2.428 -2.051 -1.412
H12 3.753 -2.364 0.076
H13 4.176 0.012 0.481
H14 3.949 -0.188 -1.294
H15 3.954 1.315 -2.682
H16 4.299 1.733 -4.875
H17 2.951 2.043 -6.082
H18 3.861 3.439 -5.246
H19 0.782 3.600 -4.798
H20 -0.604 3.566 -2.708
H21 0.604 2.912 0.672
H22 -1.138 4.375 -0.636
H23 -1.842 3.402 0.733
H24 -2.049 2.794 -0.949
H25 0.401 0.587 0.944
H26 -0.856 0.424 -0.441
H27 -1.307 1.127 1.173
H28 -0.455 -5.361 1.027
C20 1.145 6.900 2.521
C21 1.435 5.502 3.033
O2 1.470 4.577 1.956
H29 0.190 6.922 1.991
H30 1.108 7.619 3.344
H31 1.912 7.218 1.810
H32 0.655 5.179 3.725
H33 2.397 5.471 3.556
H34 2.168 4.859 1.351
C22 -5.865 1.631 2.011
C23 -4.620 2.031 1.244
O3 -3.516 2.183 2.128
H35 -6.108 2.383 2.767
H36 -6.718 1.519 1.338
H37 -5.708 0.687 2.540
H38 -4.774 2.984 0.735
H39 -4.367 1.275 0.493
H40 -3.375 1.336 2.568
C24 1.012 -4.980 -4.636
C25 1.455 -5.036 -3.185
O4 2.117 -3.838 -2.826
H41 1.869 -4.834 -5.297
H42 0.500 -5.902 -4.922
H43 0.336 -4.137 -4.799
H44 2.147 -5.866 -3.029
H45 0.597 -5.170 -2.517
H46 1.493 -3.112 -2.955
C26 -3.823 -5.208 -1.817
C27 -2.452 -4.566 -1.713
O5 -2.052 -4.042 -2.970
H47 -3.815 -6.011 -2.558
H48 -4.135 -5.619 -0.854
H49 -4.568 -4.477 -2.145
H50 -1.708 -5.303 -1.407
H51 -2.455 -3.754 -0.981
H52 -2.702 -3.382 -3.237
C28 6.020 -2.818 3.830
C29 5.088 -2.454 2.687
O6 3.893 -1.870 3.188
H53 5.533 -3.518 4.513
H54 6.940 -3.274 3.455
H55 6.282 -1.930 4.414
H56 4.812 -3.342 2.120
H57 5.567 -1.744 2.005
H58 4.139 -1.078 3.680
C30 6.307 3.249 -1.006
C31 5.935 3.125 0.460
O7 4.586 3.518 0.664
H59 6.173 4.277 -1.349
H60 7.347 2.954 -1.172
H61 5.661 2.619 -1.622
H62 6.568 3.771 1.071
H63 6.058 2.093 0.806
H64 4.028 2.934 0.128
C32 -10.120 2.916 -0.797
C33 -8.962 2.657 0.147
O8 -7.987 1.829 -0.478
H65 -10.584 1.975 -1.101
H66 -10.877 3.545 -0.324
H67 -9.773 3.411 -1.708
H68 -9.309 2.144 1.045
H69 -8.487 3.596 0.447
H70 -7.675 2.290 -1.266

Results
**Electronic energy**: -2242.37704 a.u.
**Kohn-Sham gap**: 5.399 eV
**LUMO**: 0.07758 Ha
**HOMO energy**: -0.121 Ha
**Total charge**: -1
**Molecular weight**: 625.89 g/mol

These are the Mulliken partial charges, in e, on atoms 1 to 5: C -1.38; C 1.08; C -0.61; C -0.73; C -0.31

---

The following is a DFT calculation (ωB97M-V/def2-TZVPD) of a 2-piece molecular cluster, C3H9NO2 overall in a non-equilibrium geometry.

Cartesian coordinates (Å):
C1 -2.232 0.700 -1.097
C2 -0.786 1.055 -1.279
O1 -0.051 1.426 -0.413
O2 -0.317 0.854 -2.547
H1 -2.518 -0.376 -1.138
H2 -2.895 1.130 -1.848
H3 -2.622 0.789 -0.086
H4 -0.598 0.012 -2.889
C3 2.176 -1.145 1.631
N1 1.141 -0.124 1.951
H5 1.882 -2.130 1.932
H6 3.126 -0.774 2.050
H7 2.464 -1.189 0.584
H8 0.962 0.420 1.113
H9 0.268 -0.648 2.038

Results
**Electronic energy**: -324.91465 a.u.
**Structure (SMILES)**: CC(=O)O.CN
**Kohn-Sham gap**: 9.435 eV
**LUMO**: 0.01472 Ha
**ΔE to the lowest compared entry with this formula, charge and spin**: 152.2 kJ/mol
**HOMO energy**: -0.332 Ha
**Total charge**: 0
**Molecular weight**: 91.11 g/mol

These are the Mulliken partial charges, in e, on atoms 1 to 5: C -1.06; C 0.67; O -0.55; O -0.46; H 0.34